Entry from OMol25: C14H23N7OS2Sc as an isolated structure (wB97M-V/def2-TZVPD).

Calculated values
- E_LUMO: -10.0 eV
- ΔE to the lowest compared entry with this formula, charge and spin: 9.9 kcal/mol
- HOMO energy: -18.46 eV
- Orbital gap: 8.47 eV

Geometry as ORCA input:
```
! wB97M-V def2-TZVPD RIJCOSX def2/J DEFGRID3
* xyz 3 1
Sc -0.772 0.408 1.074
N -3.913 0.790 4.065
C -2.669 0.366 3.896
N -2.300 0.648 2.648
C -3.422 1.264 2.104
N -4.401 1.349 2.954
C -3.450 1.727 0.720
C -4.627 2.152 0.106
N -4.643 2.484 -1.173
C -3.505 2.444 -1.850
C -2.314 2.062 -1.245
N -2.282 1.684 0.040
H -4.496 0.730 4.893
H -2.066 -0.112 4.651
H -5.554 2.213 0.665
H -3.537 2.709 -2.900
H -1.383 2.067 -1.794
C 4.591 1.699 2.861
C 3.075 1.532 2.868
S 2.582 0.217 1.722
O 1.008 0.264 1.750
C 2.936 1.022 0.102
C 1.733 1.746 -0.484
H 4.883 2.321 3.705
H 4.959 2.189 1.962
H 5.100 0.740 2.975
H 2.538 2.440 2.589
H 2.728 1.189 3.844
H 3.286 0.233 -0.562
H 3.760 1.712 0.273
H 0.951 1.039 -0.795
H 2.058 2.269 -1.383
H 1.338 2.506 0.196
S -1.241 -1.327 -0.691
C -0.277 -2.371 -1.718
N 0.879 -2.878 -1.326
C 1.641 -3.826 -2.158
C 1.386 -3.511 -3.624
C -0.110 -3.506 -3.892
N -0.779 -2.649 -2.899
H 1.149 -2.762 -0.365
H 1.339 -4.848 -1.922
H 2.696 -3.717 -1.916
H 1.872 -4.256 -4.250
H 1.810 -2.537 -3.875
H -0.531 -4.511 -3.845
H -0.324 -3.102 -4.880
H -1.701 -2.302 -3.116
*
```

***

Entry from OMol25: C14H24B2N3O28S3 as an isolated structure (wB97M-V/def2-TZVPD).

Calculated values
- E_LUMO: -3.3 eV
- HOMO energy: -12.18 eV
- Orbital gap: 8.83 eV

Geometry as ORCA input:
```
! wB97M-V def2-TZVPD RIJCOSX def2/J DEFGRID3
* xyz 1 1
N -3.968 1.671 0.563
H -3.673 2.337 1.292
H -3.505 1.867 -0.323
H -4.980 1.782 0.522
H -3.678 0.744 0.923
N 6.997 0.925 -1.533
H 7.554 1.682 -1.933
H 6.037 1.320 -1.458
H 7.321 0.612 -0.619
H 6.952 0.149 -2.190
N 3.847 -3.767 -2.330
H 3.615 -4.695 -2.697
H 3.012 -3.425 -1.811
H 4.012 -3.201 -3.162
H 4.664 -3.795 -1.723
O 4.392 1.786 -1.978
C 3.417 1.150 -1.673
O 2.178 1.522 -1.797
B 1.325 0.535 -1.084
O 2.184 -0.642 -0.914
C 3.416 -0.331 -1.215
O 4.396 -1.030 -1.135
O 0.897 1.170 0.191
C -0.417 1.174 0.254
O -1.128 1.585 1.124
C -0.945 0.622 -1.085
O 0.089 0.211 -1.795
O -2.093 0.552 -1.400
O 1.372 -3.135 -1.775
C 0.269 -3.395 -1.360
O -0.125 -3.148 -0.137
B -1.596 -3.238 -0.079
O -1.975 -3.924 -1.341
C -0.941 -3.891 -2.159
O -0.923 -4.048 -3.342
O -2.083 -4.002 1.066
C -2.594 -3.157 1.959
O -2.998 -3.415 3.045
C -2.757 -1.804 1.227
O -2.269 -1.927 0.009
O -3.392 -0.879 1.649
C 3.412 4.363 0.549
C 3.264 3.859 1.999
O 4.365 2.948 2.199
S 5.623 3.554 1.419
O 6.465 2.533 0.901
O 6.216 4.557 2.208
O 4.773 4.157 0.220
H 3.101 5.406 0.562
H 2.773 3.792 -0.121
H 2.357 3.283 2.157
H 3.372 4.661 2.728
C -4.583 -1.553 -2.281
C -3.799 -1.117 -3.547
O -4.131 -2.099 -4.527
S -5.244 -3.114 -3.994
O -4.602 -4.236 -3.425
O -6.269 -3.271 -4.949
O -5.764 -2.114 -2.873
H -4.871 -0.673 -1.706
H -4.166 -2.280 -1.591
H -2.735 -0.979 -3.385
H -4.214 -0.163 -3.875
C -2.389 0.306 4.947
C -1.356 1.391 4.727
O -2.057 2.623 5.027
S -3.529 2.500 4.461
O -3.493 2.866 3.081
O -4.476 3.054 5.338
O -3.646 0.912 4.567
H -2.530 0.078 6.003
H -2.215 -0.586 4.353
H -1.070 1.475 3.676
H -0.489 1.323 5.374
*
```

***

Entry from OMol25: a 7-piece molecular cluster, C14H24BNO28S5 overall (wB97M-V/def2-TZVPD).

Calculated values
- E_LUMO: -0.4 eV
- ΔE to the lowest compared entry with this formula, charge and spin: 112.9 kcal/mol
- HOMO energy: -9.28 eV
- Orbital gap: 8.89 eV

Geometry as ORCA input:
```
! wB97M-V def2-TZVPD RIJCOSX def2/J DEFGRID3
* xyz 0 1
N 0.580 0.764 -0.216
H 1.162 0.422 -0.968
H -0.424 0.666 -0.170
H 0.778 1.754 -0.172
H 0.932 0.203 0.546
O -0.920 -0.793 1.845
C -1.524 -1.337 2.669
O -2.810 -1.526 2.502
B -3.315 -2.443 3.587
O -2.075 -2.842 4.405
C -1.042 -2.154 3.905
O 0.094 -2.364 4.315
O -4.449 -1.770 4.277
C -5.635 -2.353 3.967
O -6.719 -1.786 4.311
C -5.322 -3.601 3.066
O -3.941 -3.618 2.982
O -6.158 -4.345 2.572
C 3.903 1.603 -4.701
C 4.038 0.402 -3.733
O 2.850 -0.329 -3.908
S 1.555 0.722 -4.166
O 1.194 1.307 -2.898
O 0.419 0.151 -4.970
O 2.549 1.754 -5.061
H 4.470 1.505 -5.626
H 4.294 2.528 -4.279
H 4.015 0.823 -2.727
H 4.794 -0.354 -3.946
C 2.399 2.259 4.694
C 2.055 0.861 4.205
O 1.314 1.082 3.059
S 0.400 2.442 3.111
O -0.974 2.045 3.405
O 0.653 3.231 2.015
O 1.267 3.089 4.434
H 3.239 2.775 4.229
H 2.853 2.380 5.677
H 1.376 0.471 4.963
H 2.949 0.278 3.984
C -3.884 -2.344 -1.093
C -5.128 -1.519 -1.202
O -4.818 -0.125 -1.202
S -3.160 0.011 -1.435
O -2.685 1.072 -0.616
O -3.040 -0.047 -2.886
O -2.882 -1.472 -0.740
H -3.703 -3.018 -1.931
H -4.119 -2.935 -0.208
H -5.758 -1.681 -0.327
H -5.836 -1.808 -1.978
C 1.734 5.349 -4.340
C 3.052 5.254 -3.595
O 2.645 4.678 -2.373
S 1.111 4.830 -1.886
O 1.020 6.152 -1.260
O 0.617 3.697 -1.081
O 0.721 4.784 -3.516
H 1.898 4.918 -5.327
H 1.438 6.383 -4.514
H 3.435 6.219 -3.261
H 3.881 4.717 -4.056
C 0.383 -4.597 1.528
C 0.671 -5.150 0.082
O 1.533 -4.198 -0.564
S 2.204 -3.192 0.501
O 2.314 -1.888 -0.037
O 3.336 -3.791 1.210
O 0.784 -3.221 1.384
H 1.084 -5.002 2.257
H -0.657 -4.686 1.844
H -0.219 -5.199 -0.545
H 1.207 -6.094 -0.018
*
```

***

Entry from OMol25: a 4-piece molecular cluster, C14H24Br2O8S2 overall (wB97M-V/def2-TZVPD).

Calculated values
- E_LUMO (alpha / beta): -6.1 / -9.6 eV
- HOMO energy (alpha / beta): -13.09 / -13.03 eV
- Orbital gap (alpha / beta): 6.94 / 3.41 eV

Geometry as ORCA input:
```
! wB97M-V def2-TZVPD RIJCOSX def2/J DEFGRID3
* xyz 1 2
Br -11.445 4.865 -5.320
C -11.849 3.291 -6.464
C -13.162 3.362 -7.042
Br -13.520 1.708 -8.197
H -11.808 2.428 -5.800
H -11.113 3.181 -7.261
H -13.197 4.239 -7.688
H -14.001 3.474 -6.356
O -9.704 0.917 -9.607
S -10.175 2.061 -10.305
O -10.886 3.166 -9.728
O -8.930 2.631 -11.250
C -8.982 3.969 -11.749
C -8.447 3.881 -13.166
C -11.198 1.473 -11.765
H -8.399 4.709 -11.200
H -9.980 4.353 -11.960
H -8.356 4.868 -13.619
H -9.130 3.238 -13.722
H -7.451 3.439 -13.203
H -10.805 0.504 -12.073
H -11.161 2.248 -12.531
H -12.170 1.190 -11.360
O -7.051 0.798 -4.508
S -8.439 0.851 -4.954
O -9.527 0.017 -4.481
O -8.942 2.388 -5.046
C -8.048 3.444 -4.883
C -7.039 3.557 -6.037
C -8.362 0.565 -6.797
H -7.536 3.254 -3.940
H -8.562 4.404 -4.924
H -7.539 3.601 -7.004
H -6.208 2.855 -6.098
H -6.494 4.496 -5.947
H -8.125 -0.494 -6.901
H -7.631 1.185 -7.315
H -9.386 0.785 -7.096
C -10.324 -2.107 -7.421
C -11.259 -1.504 -8.233
C -11.877 -2.180 -9.352
O -12.469 -1.574 -10.185
C -11.708 -3.659 -9.310
C -10.790 -4.259 -8.491
C -10.007 -3.502 -7.502
O -9.190 -4.123 -6.837
H -9.836 -1.611 -6.595
H -11.593 -0.513 -7.963
H -12.302 -4.241 -9.999
H -10.722 -5.322 -8.667
*
```

***

Entry from OMol25: a 2-piece molecular cluster, C14H24ClN2O4P2S2 overall (wB97M-V/def2-TZVPD).

Calculated values
- E_LUMO: -4.7 eV
- HOMO energy: -10.87 eV
- Orbital gap: 6.17 eV

Geometry as ORCA input:
```
! wB97M-V def2-TZVPD RIJCOSX def2/J DEFGRID3
* xyz 1 1
C 3.443 -0.509 3.667
C 2.714 -0.257 2.747
C 1.984 0.071 1.570
C 1.245 -0.912 0.895
Cl 1.224 -2.490 1.536
C 0.547 -0.608 -0.247
C -0.240 -1.721 -0.912
O -1.318 -2.095 -0.100
C -2.598 -1.630 -0.516
N 0.579 0.680 -0.728
P -0.417 1.212 -2.188
N -1.012 2.610 -2.053
C 1.335 1.627 -0.129
O 1.375 2.803 -0.712
C 2.677 3.240 -1.247
C 2.551 3.666 -2.718
C 2.848 2.513 -3.665
O 1.267 4.173 -3.021
C 2.009 1.363 1.044
P 2.967 2.645 1.913
S 4.865 2.622 1.510
H 4.097 -0.716 4.479
H -0.535 -1.492 -1.928
H 0.438 -2.569 -0.973
H -2.628 -0.551 -0.658
H -2.936 -2.149 -1.412
H -3.294 -1.886 0.266
H 0.483 0.913 -3.218
H -1.382 0.227 -2.145
H -0.658 3.306 -2.697
H 2.975 4.090 -0.642
H 3.399 2.440 -1.125
H 3.295 4.451 -2.852
H 3.900 2.503 -3.922
H 2.234 2.576 -4.555
H 2.628 1.560 -3.181
H 1.148 5.025 -2.592
H 2.290 3.822 1.577
H 2.693 2.386 3.255
C -4.091 -5.274 1.800
S -5.536 -4.246 2.080
O -5.477 -3.142 1.082
C -4.986 -3.563 3.646
H -4.217 -5.762 0.837
H -3.196 -4.650 1.787
H -4.023 -6.027 2.586
H -4.031 -3.056 3.506
H -4.893 -4.366 4.377
H -5.740 -2.852 3.977
*
```

***

Entry from OMol25: C14H24ClN5O6Rh as an isolated structure (wB97M-V/def2-TZVPD).

Calculated values
- E_LUMO (alpha / beta): -3.8 / -4.6 eV
- HOMO energy (alpha / beta): -8.91 / -10.40 eV
- Orbital gap (alpha / beta): 5.09 / 5.84 eV

Geometry as ORCA input:
```
! wB97M-V def2-TZVPD RIJCOSX def2/J DEFGRID3
* xyz 1 5
O -1.105 -0.608 -4.038
H -0.962 -1.577 -4.284
Rh 0.195 0.191 -0.131
N 1.459 -1.207 -0.854
N -0.872 -1.598 -0.040
N 0.677 2.110 0.061
N -1.452 1.038 0.771
O 2.644 -0.860 -1.084
O 1.743 2.507 -0.522
O -2.588 0.430 1.117
O -2.009 -1.874 0.543
C -0.286 -2.679 -0.591
C 1.013 -2.486 -1.090
C -0.207 3.010 0.589
C -1.383 2.356 1.046
C 1.767 -3.501 -1.889
H 1.385 -3.505 -2.918
H 1.640 -4.530 -1.531
H 2.842 -3.329 -1.950
C -1.072 -3.924 -0.598
H -2.019 -3.754 -1.123
H -1.306 -4.233 0.426
H -0.528 -4.727 -1.090
C -0.050 4.505 0.587
C -2.532 3.052 1.677
H 0.625 4.850 -0.204
H 0.329 4.910 1.541
H -1.024 4.988 0.415
H -3.266 2.322 2.050
H -3.019 3.708 0.934
H -2.181 3.678 2.505
H 1.408 1.235 -1.981
H -2.441 -0.599 0.847
C -2.434 -0.157 -3.954
H -2.967 -0.884 -3.341
H -2.819 -0.040 -4.981
H -2.283 0.804 -3.436
O 0.509 0.878 -2.150
H -0.487 -0.208 -3.305
H -0.007 1.689 -2.357
Cl 4.850 0.768 3.142
C 3.239 0.252 3.043
C 2.622 -0.334 4.141
C 1.315 -0.762 4.023
C 0.650 -0.603 2.804
N 1.276 -0.030 1.785
C 2.536 0.416 1.843
H 3.201 -0.427 5.048
H 0.783 -1.209 4.842
H -0.377 -0.935 2.691
H 2.968 0.882 0.967
*
```

***

Entry from OMol25: C14H24CoI2LaN2O3S2 as an isolated structure (wB97M-V/def2-TZVPD).

Calculated values
- E_LUMO (alpha / beta): -15.6 / -16.0 eV
- ΔE to the lowest compared entry with this formula, charge and spin: 0.0 kcal/mol
- HOMO energy (alpha / beta): -21.47 / -21.45 eV
- Orbital gap (alpha / beta): 5.84 / 5.44 eV

Geometry as ORCA input:
```
! wB97M-V def2-TZVPD RIJCOSX def2/J DEFGRID3
* xyz 4 5
I -1.642 0.310 2.128
I -2.690 0.454 -3.577
La -0.186 -0.763 -2.216
Co 0.241 0.225 0.327
S -2.372 -0.766 -0.434
S -0.691 1.812 -0.880
C 0.774 -1.424 0.678
C -3.098 -2.341 0.084
C 0.421 3.026 -1.684
C -4.086 -2.733 -1.015
C -2.020 -3.390 0.273
C -3.866 -2.110 1.376
C -0.310 3.626 -2.886
C 1.712 2.329 -2.081
C 0.679 4.097 -0.629
C 0.035 -3.544 -2.740
C 1.908 -1.010 -4.190
O 1.133 -2.302 1.366
O 0.129 -4.664 -2.994
O 2.704 -1.033 -5.017
H -3.601 -2.880 -1.986
H -4.846 -1.948 -1.124
H -4.582 -3.663 -0.714
H -1.413 -3.535 -0.633
H -2.525 -4.336 0.520
H -1.342 -3.122 1.087
H -3.201 -1.798 2.191
H -4.346 -3.051 1.663
H -4.636 -1.346 1.227
H 0.341 4.371 -3.363
H -1.230 4.131 -2.559
H -0.586 2.868 -3.631
H 2.371 3.083 -2.539
H 1.543 1.518 -2.815
H 2.209 1.921 -1.189
H 1.322 4.875 -1.054
H 1.175 3.671 0.253
H -0.262 4.566 -0.318
C 3.460 -0.850 3.650
N 3.018 0.511 3.288
C 3.331 1.616 4.203
C 2.332 0.727 2.225
N 1.746 0.839 1.199
H 4.050 -0.782 4.567
H 4.071 -1.297 2.850
H 2.600 -1.518 3.812
H 3.840 2.426 3.654
H 2.404 1.990 4.666
H 3.983 1.215 4.980
*
```

***

Entry from OMol25: a 2-piece molecular cluster, C14H24IO7P overall (wB97M-V/def2-TZVPD).

Calculated values
- E_LUMO: -0.3 eV
- HOMO energy: -9.00 eV
- SMILES: COCCCCCC[C@H]1OC(=O)O[C@@H]1P(O)I.O=C1CCCO1
- Orbital gap: 8.75 eV

Geometry as ORCA input:
```
! wB97M-V def2-TZVPD RIJCOSX def2/J DEFGRID3
* xyz 0 1
C -6.133 -0.329 -1.365
O -4.843 0.290 -1.663
C -4.369 -0.077 -2.975
C -3.846 -1.599 -3.103
C -3.468 -2.300 -1.708
C -2.322 -3.440 -1.831
C -0.911 -2.687 -1.499
C -0.416 -2.985 0.028
C 0.341 -1.644 0.560
O -0.678 -0.849 1.265
C -0.066 -0.556 2.547
O -0.620 0.312 3.269
O 1.105 -1.336 2.803
C 1.600 -1.863 1.515
P 3.223 -0.912 1.214
O 3.285 0.282 2.457
I 3.201 0.353 -0.887
H -5.909 -1.166 -0.594
H -6.481 -0.881 -2.314
H -6.904 0.397 -0.942
H -5.193 0.070 -3.780
H -3.505 0.613 -3.320
H -2.883 -1.595 -3.741
H -4.637 -2.202 -3.689
H -4.419 -2.851 -1.350
H -3.231 -1.530 -0.875
H -2.349 -3.903 -2.873
H -2.566 -4.208 -1.001
H -1.093 -1.558 -1.665
H -0.130 -3.115 -2.217
H -1.301 -3.293 0.680
H 0.359 -3.827 0.012
H 0.581 -1.092 -0.410
H 1.887 -2.970 1.641
H 4.154 0.172 2.911
O 6.401 2.236 2.102
C 5.803 3.279 2.018
C 4.316 3.451 2.157
C 4.101 4.834 1.581
C 5.413 5.520 1.883
O 6.401 4.486 1.823
H 4.049 3.404 3.215
H 3.780 2.692 1.590
H 3.237 5.354 1.999
H 3.960 4.763 0.498
H 5.430 5.963 2.883
H 5.646 6.295 1.150
*
```

***

Entry from OMol25: one molecule with the formula C14H24N2O2S (wB97M-V/def2-TZVPD).

Calculated values
- E_LUMO: 0.8 eV
- ΔE to the lowest compared entry with this formula, charge and spin: 63.3 kcal/mol
- HOMO energy: -8.28 eV
- SMILES: CN1CCCN(C[C@@H](O)COCc2cccs2)CC1
- Orbital gap: 9.05 eV

Geometry as ORCA input:
```
! wB97M-V def2-TZVPD RIJCOSX def2/J DEFGRID3
* xyz 0 1
C -5.382 -1.143 0.211
N -4.068 -0.566 0.045
C -3.869 -0.110 -1.318
C -2.462 0.435 -1.568
C -1.863 1.151 -0.357
N -1.108 0.213 0.464
C -0.056 0.868 1.220
C 1.070 1.362 0.301
O 0.843 2.701 -0.084
C 2.433 1.268 1.006
O 3.445 1.928 0.274
C 3.918 1.239 -0.875
C 4.558 -0.072 -0.556
C 4.005 -1.315 -0.634
C 4.882 -2.339 -0.213
C 6.085 -1.858 0.187
S 6.176 -0.147 0.059
C -1.966 -0.578 1.325
C -2.994 -1.406 0.547
H -5.544 -1.378 1.262
H -6.130 -0.412 -0.097
H -5.532 -2.059 -0.384
H -4.077 -0.917 -2.048
H -4.602 0.686 -1.490
H -1.783 -0.373 -1.841
H -2.513 1.123 -2.414
H -2.660 1.640 0.223
H -1.171 1.919 -0.699
H -0.425 1.726 1.805
H 0.363 0.134 1.914
H 1.076 0.722 -0.596
H 1.712 3.118 -0.184
H 2.384 1.804 1.958
H 2.696 0.221 1.193
H 4.648 1.924 -1.315
H 3.103 1.075 -1.593
H 3.006 -1.495 -0.991
H 4.623 -3.383 -0.210
H 6.933 -2.403 0.552
H -2.518 0.056 2.042
H -1.328 -1.264 1.890
H -2.490 -1.963 -0.254
H -3.416 -2.134 1.244
*
```